# 1
# C47H53I2N7O4S3Sr

A structure of composition C47H53I2N7O4S3Sr at a distorted geometry (ωB97M-V/def2-TZVPD, the OMol25 dataset).

Geometry as ORCA input:
```
! wB97M-V def2-TZVPD RIJCOSX def2/J DEFGRID3
* xyz -2 1
Sr 11.702 5.042 22.988
C 14.462 -0.549 23.230
C 15.200 0.471 24.128
C 14.880 1.885 23.726
C 15.640 2.747 22.954
C 17.021 2.541 22.405
C 18.106 3.022 23.390
C 14.918 4.001 22.891
C 15.407 5.219 22.318
C 14.751 6.471 22.421
C 15.359 7.708 22.008
C 16.764 7.854 21.494
C 16.865 7.599 19.984
C 14.418 8.704 22.199
C 13.248 8.094 22.791
C 12.111 8.823 23.210
C 10.997 8.238 23.886
N 10.910 6.926 24.328
C 9.673 6.727 24.932
C 9.146 5.531 25.505
C 9.886 4.298 25.640
N 11.105 4.000 25.044
C 11.443 2.675 25.318
C 12.612 1.972 24.871
C 13.641 2.548 24.062
N 13.690 3.818 23.510
C 10.434 2.145 26.192
C 9.485 3.143 26.398
C 8.223 3.088 27.203
C 6.996 2.733 26.335
C 10.551 0.812 26.877
C 11.489 0.904 28.096
C 8.955 7.977 24.885
C 9.777 8.899 24.264
C 9.556 10.374 24.113
C 10.319 11.207 25.163
C 7.668 8.210 25.604
C 7.882 8.368 27.118
N 13.473 6.740 22.910
C 14.570 10.177 21.980
C 14.938 10.894 23.284
H 14.714 -1.589 23.509
H 14.745 -0.369 22.177
H 13.361 -0.404 23.320
H 16.291 0.315 24.036
H 14.907 0.311 25.179
H 17.121 3.100 21.450
H 17.175 1.461 22.183
H 17.951 4.095 23.606
H 19.106 2.899 22.950
H 18.059 2.476 24.342
H 16.327 5.162 21.694
H 17.434 7.174 22.055
H 17.091 8.890 21.709
H 16.565 6.569 19.731
H 17.913 7.733 19.627
H 16.193 8.271 19.431
H 12.030 9.883 22.870
H 8.072 5.563 25.813
H 12.727 0.906 25.156
H 8.049 4.074 27.676
H 8.336 2.350 28.018
H 6.828 3.486 25.539
H 6.086 2.695 26.957
H 7.126 1.738 25.855
H 10.908 0.023 26.183
H 9.543 0.513 27.233
H 12.514 1.218 27.776
H 11.581 -0.073 28.590
H 11.106 1.633 28.833
H 8.490 10.601 24.205
H 9.852 10.702 23.104
H 9.961 10.950 26.179
H 10.201 12.288 24.971
H 11.406 10.973 25.137
H 6.944 7.393 25.432
H 7.187 9.124 25.202
H 8.422 7.494 27.532
H 6.913 8.458 27.649
H 8.470 9.275 27.325
H 13.632 10.604 21.568
H 15.367 10.362 21.229
H 14.191 10.678 24.069
H 14.964 11.989 23.130
H 15.925 10.552 23.663
I 12.326 5.810 19.843
I 14.533 4.635 18.321
C 10.100 8.894 17.609
O 10.542 7.957 18.634
C 10.046 8.161 19.890
S 9.118 9.414 20.446
S 10.335 6.856 20.996
H 10.437 8.465 16.648
H 10.554 9.886 17.783
H 8.998 8.962 17.676
O 3.632 0.607 22.893
S 3.420 -0.262 21.740
O 3.624 -1.696 22.013
O 2.252 0.061 20.920
C 4.858 0.006 20.612
N 4.754 -0.656 19.460
C 5.808 -0.531 18.665
C 6.914 0.242 18.985
C 6.874 0.920 20.195
N 5.812 0.811 21.032
C 7.949 1.805 20.694
C 9.086 2.110 19.956
C 10.060 2.913 20.531
N 9.919 3.448 21.743
C 8.798 3.189 22.429
C 7.800 2.350 21.980
H 5.749 -1.082 17.718
H 7.766 0.321 18.295
H 9.232 1.709 18.942
H 10.977 3.137 20.002
H 8.697 3.706 23.391
H 6.896 2.092 22.545
*
```

Summary:
- frontier orbital gap (eV) = 5.65
- calculated total energy (eV) = -117769.7089

---

# 2
# C49H51AuF6N3OP2Se

A structure of composition C49H51AuF6N3OP2Se at a distorted geometry (ωB97M-V/def2-TZVPD, the OMol25 dataset).

Geometry as ORCA input:
```
! wB97M-V def2-TZVPD RIJCOSX def2/J DEFGRID3
* xyz 1 1
Au 0.119 -0.226 -2.230
C -2.124 2.271 -2.063
P -2.250 0.485 -2.575
C -3.628 -0.139 -1.571
C -4.815 0.573 -1.403
C -5.865 -0.002 -0.712
C -5.728 -1.264 -0.154
C -4.523 -1.942 -0.255
C -3.477 -1.386 -0.969
C -2.836 0.636 -4.296
C -1.887 0.462 -5.300
C -2.247 0.597 -6.629
C -3.554 0.913 -6.966
C -4.499 1.088 -5.968
C -4.149 0.947 -4.638
C -0.737 2.612 -1.650
C -0.248 3.790 -1.032
C 1.118 3.619 -0.886
C 1.426 2.353 -1.402
C 2.713 1.630 -1.351
P 2.671 -0.091 -2.102
C 2.840 -1.238 -0.709
C 3.723 -2.313 -0.790
C 3.760 -3.255 0.224
C 2.927 -3.134 1.323
C 2.030 -2.078 1.396
C 1.973 -1.146 0.377
C 4.390 -0.076 -2.752
C 4.686 -0.266 -4.092
C 6.001 -0.166 -4.522
C 7.013 0.121 -3.622
C 6.717 0.306 -2.280
C 5.412 0.204 -1.844
N 0.302 1.793 -1.897
H -2.806 2.450 -1.223
H -2.443 2.896 -2.907
H -4.924 1.571 -1.805
H -6.797 0.537 -0.616
H -6.565 -1.712 0.359
H -4.400 -2.913 0.201
H -2.537 -1.913 -1.049
H -0.864 0.227 -5.028
H -1.508 0.448 -7.402
H -3.838 1.018 -8.002
H -5.520 1.331 -6.223
H -4.899 1.082 -3.875
H -0.830 4.646 -0.752
H 1.816 4.303 -0.447
H 3.048 1.563 -0.308
H 3.470 2.201 -1.903
H 4.360 -2.438 -1.655
H 4.432 -4.096 0.150
H 2.968 -3.870 2.114
H 1.352 -2.005 2.235
H 1.232 -0.355 0.406
H 3.896 -0.491 -4.792
H 6.242 -0.311 -5.563
H 8.035 0.193 -3.957
H 7.504 0.528 -1.573
H 5.182 0.333 -0.796
C -1.146 -3.035 -3.720
C -0.019 -3.275 -2.705
O 0.187 -2.257 -1.837
C -0.344 -4.518 -1.838
F 0.480 -4.646 -0.799
F -0.306 -5.665 -2.525
F -1.580 -4.419 -1.328
C 1.276 -3.584 -3.506
F 1.770 -2.449 -4.037
F 1.065 -4.418 -4.533
F 2.254 -4.113 -2.771
H -2.040 -2.702 -3.198
H -1.368 -3.936 -4.285
H -0.834 -2.248 -4.403
C -2.929 -2.416 3.815
C -2.820 -0.954 4.235
C -3.260 -0.031 3.103
C -3.082 1.455 3.417
N -1.722 1.819 3.732
C -0.718 1.910 2.834
Se -0.864 1.437 1.067
N 0.380 2.409 3.440
C 1.679 2.612 2.846
C 2.548 1.346 2.882
C 2.496 0.587 4.209
C 3.693 -0.341 4.379
C 0.075 2.651 4.760
C 0.820 3.187 5.803
C 0.204 3.286 7.035
C -1.114 2.869 7.229
C -1.872 2.360 6.194
C -1.263 2.259 4.950
H -2.602 -3.070 4.620
H -2.309 -2.609 2.941
H -3.958 -2.663 3.562
H -1.785 -0.731 4.508
H -3.441 -0.781 5.117
H -4.314 -0.202 2.876
H -2.688 -0.282 2.206
H -3.701 1.738 4.269
H -3.385 2.044 2.546
H 2.155 3.424 3.399
H 1.537 2.936 1.811
H 3.578 1.647 2.678
H 2.229 0.670 2.088
H 1.571 0.007 4.254
H 2.484 1.277 5.053
H 3.816 -0.984 3.512
H 3.555 -0.976 5.251
H 4.603 0.241 4.520
H 1.835 3.530 5.668
H 0.753 3.695 7.869
H -1.550 2.949 8.212
H -2.893 2.052 6.348
*
```

Summary:
- frontier orbital gap (eV) = 4.00
- calculated total energy (eV) = -162075.5072

---

# 3
# C4H17N2O5

A cluster of 4 separate species, C4H17N2O5 in total at a distorted geometry (ωB97M-V/def2-TZVPD, the OMol25 dataset).

Geometry as ORCA input:
```
! wB97M-V def2-TZVPD RIJCOSX def2/J DEFGRID3
* xyz 2 2
O -1.393 0.912 1.357
C -1.639 1.714 0.490
O -2.700 2.492 0.537
C -0.765 1.964 -0.690
C -0.125 0.707 -1.290
C 1.181 0.162 -0.616
N 1.010 -0.578 0.678
N -1.450 2.754 -1.678
H -3.286 2.312 1.297
H 0.041 2.505 -0.113
H 0.221 1.106 -2.252
H -0.849 -0.063 -1.484
H 1.933 -0.365 -1.254
H 1.651 1.121 -0.334
H 1.841 -0.384 1.224
H 0.105 -0.381 1.151
H 0.957 -1.605 0.708
H -1.209 3.733 -1.779
H -2.415 2.496 -1.901
H -0.475 -3.978 1.396
H -1.323 -2.991 0.510
O -0.608 -3.056 1.162
H 0.342 -1.729 3.751
H 1.713 -1.411 3.993
O 1.046 -1.225 3.312
H 2.176 -1.566 -3.319
H 2.275 -2.714 -2.326
O 1.745 -1.931 -2.532
*
```

Summary:
- frontier orbital gap (spin up / spin down) (eV) = 11.08 / 5.60
- <S²> = 0.75
- calculated total energy (eV) = -17623.6730